1.
{
  "formula": "C3H8NO2S",
  "method": "ωB97M-V/def2-TZVPD",
  "elements": ["O", "C", "O", "H", "H", "C", "C", "S", "N", "H", "H", "H", "H", "H", "H"],
  "xyz": [[0.3594, 4.1419, -1.0609], [-0.0936, 3.1368, -0.5743], [-0.4041, 2.0449, -1.2374], [-0.3814, 3.0792, 0.4892], [-0.7940, 1.3686, -0.5573], [0.3090, -1.9659, 0.4035], [0.3191, -0.6144, 1.0965], [-1.2903, 0.2346, 1.0346], [0.1212, -1.7825, -1.0319], [-0.4791, -2.5804, 0.8599], [1.2779, -2.4618, 0.5416], [1.0931, 0.0088, 0.6327], [0.6633, -0.7510, 2.1273], [-0.7148, -1.2215, -1.1751], [0.0142, -2.6374, -1.5483]],
  "e_homo_ev": -3.5,
  "relative_energy_kcal_mol": 20.9,
  "orbital_gap_ev": 7.4,
  "charge": -1
}

2.
{
  "formula": "C3H8N2O",
  "method": "ωB97M-V/def2-TZVPD",
  "elements": ["H", "N", "C", "C", "N", "O", "C", "H", "H", "H", "H", "H", "H", "H"],
  "xyz": [[1.3068, -0.9640, 1.6038], [0.3654, -0.8834, 1.2357], [0.2166, -0.4691, 0.0888], [0.7169, 0.4100, -0.9547], [2.2943, 0.4113, -0.6126], [-1.2657, -0.2614, -0.5597], [-2.2709, -0.0398, 0.3963], [0.4180, 1.4504, -0.8551], [0.6576, -0.0231, -1.9488], [2.4981, 0.8637, 0.2740], [2.7069, -0.5170, -0.6275], [-2.3384, -0.8923, 1.0853], [-3.2259, 0.0559, -0.1255], [-2.0796, 0.8589, 1.0000]],
  "e_homo_ev": -9.3,
  "smiles": "[H]/N=C(\\CN)OC",
  "relative_energy_kcal_mol": 80.5,
  "orbital_gap_ev": 10.0,
  "charge": 0
}

3.
{
  "formula": "C3H6S",
  "method": "ωB97M-V/def2-TZVPD",
  "elements": ["C", "C", "C", "S", "H", "H", "H", "H", "H", "H"],
  "xyz": [[-1.1247, -0.7982, -0.1414], [-0.6222, 0.5119, 0.3106], [0.6855, 0.5927, -0.4216], [2.0888, -0.2410, 0.0768], [-0.6310, -1.6515, 0.2165], [-1.4043, -1.0064, -1.1281], [-1.3390, 1.2711, -0.2252], [-0.6473, 0.3721, 1.3552], [0.6812, 0.8207, -1.5277], [2.3130, 0.1284, 1.4849]],
  "e_homo_ev": [-8.2, -7.5],
  "relative_energy_kcal_mol": 79.6,
  "orbital_gap_ev": [8.4, 7.8],
  "charge": 0
}

4.
{
  "formula": "C23H20N2O4PS4SbTa",
  "method": "ωB97M-V/def2-TZVPD",
  "elements": ["Ta", "S", "Sb", "S", "S", "S", "C", "C", "C", "C", "C", "C", "P", "C", "C", "C", "C", "C", "C", "C", "C", "C", "C", "C", "C", "H", "H", "H", "H", "H", "H", "H", "H", "H", "H", "H", "H", "H", "H", "H", "O", "N", "C", "C", "C", "C", "C", "H", "H", "H", "H", "H", "O", "N", "O", "O"],
  "xyz": [[0.2264, -0.0719, -0.1380], [2.0862, 1.8746, 3.4040], [2.2955, 2.1501, 1.1870], [2.5373, -0.1149, 0.1523], [-0.0365, 2.2071, 0.2673], [3.5159, 3.6046, 0.0374], [-4.4831, 1.1191, -4.1765], [-5.1296, 0.2091, -3.3519], [-4.5772, -0.1297, -2.1255], [-3.3736, 0.4416, -1.7224], [-2.7225, 1.3458, -2.5592], [-3.2801, 1.6880, -3.7807], [-2.6172, 0.0878, -0.1165], [-3.3017, -1.5268, 0.3821], [-3.1147, -2.6239, -0.4617], [-3.5009, -3.8918, -0.0572], [-4.0694, -4.0813, 1.1973], [-4.2569, -2.9967, 2.0412], [-3.8742, -1.7237, 1.6366], [-3.3487, 1.2674, 1.0583], [-2.7173, 1.4708, 2.2848], [-3.2608, 2.3465, 3.2113], [-4.4303, 3.0325, 2.9166], [-5.0599, 2.8389, 1.6953], [-4.5232, 1.9573, 0.7688], [-4.9136, 1.3794, -5.1346], [-6.0639, -0.2394, -3.6636], [-5.0802, -0.8433, -1.4838], [-1.7748, 1.7785, -2.2604], [-2.7690, 2.3881, -4.4277], [-2.6531, -2.4878, -1.4324], [-3.3535, -4.7337, -0.7211], [-4.3714, -5.0720, 1.5121], [-4.7081, -3.1368, 3.0149], [-4.0268, -0.8818, 2.2991], [-1.7920, 0.9562, 2.5132], [-2.7577, 2.5048, 4.1560], [-4.8465, 3.7261, 3.6355], [-5.9664, 3.3804, 1.4592], [-5.0123, 1.8205, -0.1868], [-0.2645, -0.6636, 1.7796], [0.2497, -1.7921, 2.3111], [-0.3778, -2.9536, 2.0636], [0.1149, -4.1115, 2.6149], [1.2477, -4.0565, 3.4160], [1.8562, -2.8366, 3.6530], [1.3405, -1.6918, 3.0815], [-1.2429, -2.8909, 1.4174], [-0.3897, -5.0421, 2.4034], [1.6487, -4.9596, 3.8547], [2.7331, -2.7518, 4.2776], [1.7205, -0.6822, 3.2164], [0.9514, -2.4982, -2.4248], [0.4481, -1.7045, -1.6591], [-0.1407, -0.4852, -2.0906], [-0.2378, -2.0871, -0.5063]],
  "e_homo_ev": [-8.0, -8.3],
  "relative_energy_kcal_mol": 7.1,
  "s2": 0.757,
  "orbital_gap_ev": [6.8, 7.1],
  "charge": 0,
  "multiplicity": 2
}

5.
{
  "formula": "C13H27LiN2O2",
  "method": "ωB97M-V/def2-TZVPD",
  "elements": ["C", "C", "C", "C", "O", "C", "N", "C", "C", "C", "C", "N", "O", "C", "C", "C", "C", "H", "H", "H", "H", "H", "H", "H", "H", "H", "H", "H", "H", "H", "H", "H", "H", "H", "H", "H", "H", "H", "H", "H", "H", "H", "H", "H", "Li"],
  "xyz": [[-2.6753, 2.3051, 0.0056], [-3.4270, 1.0309, 0.4029], [-3.2080, -0.1567, -0.5506], [-2.6374, -1.3928, 0.1261], [-1.4000, -1.2063, 0.8009], [-0.1955, -1.3162, 0.0703], [-0.0349, -2.5993, -0.6214], [0.8905, -1.2562, 1.1520], [1.6434, 0.0552, 1.3053], [0.7829, 1.1896, 1.8688], [2.8095, -0.1975, 2.2581], [2.2355, 0.3950, -0.0063], [3.1323, 1.2937, 0.0149], [1.3989, 0.3041, -1.2458], [2.1199, -0.6191, -2.2330], [1.2826, 1.6972, -1.8760], [-0.0240, -0.1842, -0.9509], [-3.1455, 3.1799, 0.4501], [-2.6875, 2.4404, -1.0753], [-1.6414, 2.2891, 0.3494], [-4.4894, 1.2734, 0.3973], [-3.1687, 0.7511, 1.4226], [-2.5987, 0.1448, -1.4034], [-4.1632, -0.4736, -0.9725], [-2.5915, -2.2195, -0.5871], [-3.3360, -1.6997, 0.9041], [-0.6170, -2.6203, -1.4511], [-0.4113, -3.3291, -0.0209], [1.6181, -2.0353, 0.8751], [0.4479, -1.5223, 2.1101], [0.0743, 1.5521, 1.1308], [1.4206, 2.0098, 2.1848], [0.2128, 0.8240, 2.7202], [3.4822, 0.6464, 2.3477], [3.3453, -1.0483, 1.8230], [2.4510, -0.4767, 3.2478], [3.1567, -0.2958, -2.3098], [1.6716, -0.4925, -3.2171], [2.0575, -1.6622, -1.9320], [0.9579, 2.4333, -1.1429], [2.2198, 2.0093, -2.3236], [0.5264, 1.6465, -2.6586], [-0.6450, 0.6542, -0.6470], [-0.4314, -0.5285, -1.9032], [3.5912, -2.7934, 1.1603]],
  "e_homo_ev": [-11.3, -12.6],
  "s2": 0.754,
  "orbital_gap_ev": [6.5, 7.8],
  "charge": 1,
  "multiplicity": 2
}

6.
{
  "formula": "C21H39F7NO4",
  "method": "ωB97M-V/def2-TZVPD",
  "elements": ["N", "C", "C", "O", "C", "C", "C", "O", "C", "O", "O", "C", "F", "F", "C", "F", "F", "C", "F", "F", "F", "H", "H", "H", "H", "H", "H", "H", "H", "H", "H", "H", "C", "C", "C", "C", "C", "C", "H", "H", "H", "H", "H", "H", "H", "H", "H", "H", "H", "H", "H", "H", "C", "C", "C", "C", "C", "C", "H", "H", "H", "H", "H", "H", "H", "H", "H", "H", "H", "H", "H", "H"],
  "xyz": [[5.1145, -0.6080, -2.3348], [3.8050, 0.0138, -2.0224], [3.4239, -0.0701, -0.4850], [2.5442, -1.1434, -0.1866], [3.0350, -1.9368, 0.9129], [4.3852, -2.6664, 0.6182], [4.3385, -4.2169, 0.9222], [5.6834, -4.7094, 0.7013], [3.0745, -1.1071, 2.2625], [3.9964, -1.2405, 3.0858], [2.1117, -0.2954, 2.5090], [2.6437, -0.4124, -2.9624], [2.8603, 0.2274, -4.1813], [1.4979, 0.1693, -2.4615], [2.3799, -1.9603, -3.1244], [3.1985, -2.7772, -2.4188], [1.1062, -2.2023, -2.6568], [2.3615, -2.4687, -4.6136], [1.4454, -1.8215, -5.3680], [1.9979, -3.7827, -4.6677], [3.6019, -2.4085, -5.1682], [5.0520, -1.2990, -3.0763], [5.5637, -0.9709, -1.5007], [3.9578, 1.1122, -2.2045], [4.3338, -0.0118, 0.1571], [2.8498, 0.8749, -0.2844], [2.2545, -2.7231, 1.0840], [4.7202, -2.5811, -0.4436], [5.2221, -2.2550, 1.2428], [4.0215, -4.4036, 1.9699], [3.6626, -4.7328, 0.1878], [6.1260, -4.1030, 0.0878], [-1.1847, 0.2280, 3.9095], [-1.7140, 0.9838, 2.6979], [-0.8929, 2.2246, 2.3530], [-0.8645, 3.3080, 3.4326], [-2.2331, 3.8442, 3.8541], [-2.9905, 4.5264, 2.7205], [-1.2294, 0.8350, 4.8176], [-1.7834, -0.6701, 4.0842], [-0.1480, -0.0815, 3.7501], [-2.7655, 1.2505, 2.8585], [-1.6983, 0.3106, 1.8364], [-1.2747, 2.6511, 1.4179], [0.1373, 1.9184, 2.1438], [-0.2544, 4.1421, 3.0678], [-0.3478, 2.9255, 4.3180], [-2.0857, 4.5705, 4.6607], [-2.8453, 3.0406, 4.2740], [-2.4131, 5.3592, 2.3118], [-3.9408, 4.9241, 3.0867], [-3.2160, 3.8308, 1.9100], [-1.7134, -0.5884, -0.9598], [-2.3720, 0.6435, -1.5687], [-3.5441, 1.1757, -0.7436], [-4.7227, 0.2122, -0.5880], [-5.3474, -0.2696, -1.8973], [-5.9484, 0.8561, -2.7309], [-2.4057, -1.4326, -0.9074], [-0.8612, -0.8993, -1.5662], [-1.3496, -0.3778, 0.0474], [-2.6924, 0.4221, -2.5920], [-1.6199, 1.4346, -1.6488], [-3.8945, 2.1114, -1.1924], [-3.1820, 1.4407, 0.2558], [-5.4951, 0.7065, 0.0122], [-4.4058, -0.6594, -0.0069], [-6.1397, -0.9864, -1.6578], [-4.6108, -0.8158, -2.4936], [-6.7167, 1.3911, -2.1673], [-6.4143, 0.4507, -3.6325], [-5.1892, 1.5733, -3.0477]],
  "e_homo_ev": -4.5,
  "orbital_gap_ev": 7.2,
  "charge": -1
}

7.
{
  "formula": "C4H8ClO4S2",
  "method": "ωB97M-V/def2-TZVPD",
  "elements": ["C", "C", "C", "C", "O", "O", "O", "O", "S", "S", "Cl", "H", "H", "H", "H", "H", "H", "H", "H"],
  "xyz": [[-1.0316, -0.4047, 1.3031], [-1.8255, 0.2495, -0.9918], [-0.7716, -0.5252, -0.1978], [0.5827, 0.0593, -0.5110], [2.3753, 1.9310, -0.2083], [0.0385, 2.7039, -0.2153], [1.5039, -2.3380, 0.1950], [2.2540, -0.4674, 1.5399], [1.0382, 1.7878, 0.3861], [1.8423, -0.9338, 0.2505], [3.4760, -0.8113, -0.9591], [-1.0704, 0.6458, 1.5804], [-1.9764, -0.8784, 1.5678], [-0.2298, -0.8846, 1.8598], [-1.6829, 1.3135, -0.8141], [-2.8279, -0.0398, -0.6819], [-1.7205, 0.0594, -2.0580], [-0.7965, -1.5899, -0.4766], [0.8221, 0.1230, -1.5687]],
  "e_homo_ev": -4.1,
  "relative_energy_kcal_mol": 0.0,
  "orbital_gap_ev": 7.4,
  "charge": -1
}

8.
{
  "formula": "C8H16N2",
  "method": "ωB97M-V/def2-TZVPD",
  "elements": ["C", "C", "C", "C", "C", "C", "C", "N", "N", "C", "H", "H", "H", "H", "H", "H", "H", "H", "H", "H", "H", "H", "H", "H", "H", "H"],
  "xyz": [[0.0846, 1.4574, 0.5956], [0.1741, 2.3004, -0.6307], [-2.1091, 0.0431, -1.1275], [1.5793, -0.3289, -1.0597], [-0.3215, 0.0598, 0.8075], [-1.2466, -0.6093, -0.1094], [1.1349, -0.3682, 0.3904], [-0.6880, -0.1833, 2.1992], [-1.1697, -1.9827, -0.1445], [1.8814, -1.0981, 1.2611], [0.1161, 2.0185, 1.5226], [-0.8075, -1.1741, 2.3720], [0.0288, 0.1680, 2.8244], [-1.4617, -2.4404, -0.9990], [-0.3214, -2.3898, 0.2469], [-0.0016, 1.7601, -1.5585], [1.1540, 2.7815, -0.7162], [-0.5671, 3.1121, -0.5991], [-2.3708, 1.0563, -0.8311], [-1.6365, 0.0879, -2.1219], [-3.0346, -0.5266, -1.2529], [2.1680, 0.5638, -1.2747], [0.7539, -0.3616, -1.7701], [2.2125, -1.1922, -1.2659], [2.8138, -1.5391, 0.9358], [1.6347, -1.2145, 2.3058]],
  "e_homo_ev": [-6.0, -6.6],
  "relative_energy_kcal_mol": 99.7,
  "orbital_gap_ev": [6.7, 7.5],
  "charge": 0
}

9.
{
  "formula": "C6H11N2",
  "method": "ωB97M-V/def2-TZVPD",
  "elements": ["C", "C", "C", "C", "C", "C", "N", "N", "H", "H", "H", "H", "H", "H", "H", "H", "H", "H", "H"],
  "xyz": [[-2.2548, -1.1027, -0.0381], [-1.2223, 1.0528, -0.0833], [0.3607, -0.8333, 0.2546], [0.4291, -0.0440, 1.4664], [1.2869, -1.7007, -0.4746], [1.1360, 1.4750, -0.4566], [0.1204, 0.5903, 0.1374], [-2.2289, 0.1856, -0.1948], [-2.8160, -1.7859, -0.6445], [-1.4138, 2.0882, 0.1303], [-0.3950, -0.0405, 2.1666], [1.3875, 0.1928, 1.9240], [0.9391, -1.8761, -1.4901], [1.3298, -2.6584, 0.0394], [2.3051, -1.3006, -0.5128], [1.7007, 0.9374, -1.2155], [0.6420, 2.3204, -0.9279], [1.8139, 1.8406, 0.3134], [-3.1205, 0.6588, -0.3938]],
  "e_homo_ev": [-12.1, -11.8],
  "relative_energy_kcal_mol": 180.6,
  "orbital_gap_ev": [7.5, 7.2],
  "charge": 1
}

10.
{
  "formula": "C48H42BN12S3Ti",
  "method": "ωB97M-V/def2-TZVPD",
  "elements": ["Ti", "C", "C", "N", "N", "C", "B", "N", "C", "C", "C", "N", "N", "C", "C", "C", "N", "N", "C", "C", "C", "N", "H", "H", "H", "H", "H", "H", "H", "H", "H", "H", "H", "H", "N", "S", "N", "S", "N", "S", "N", "C", "C", "C", "C", "C", "C", "C", "C", "C", "C", "C", "C", "C", "C", "C", "C", "C", "C", "C", "C", "C", "C", "C", "C", "C", "C", "C", "C", "C", "C", "C", "C", "C", "C", "C", "C", "H", "H", "H", "H", "H", "H", "H", "H", "H", "H", "H", "H", "H", "H", "H", "H", "H", "H", "H", "H", "H", "H", "H", "H", "H", "H", "H", "H", "H", "H"],
  "xyz": [[0.0712, 0.3662, 0.1086], [4.2228, -0.7755, -0.3350], [2.8915, -1.1751, -0.2837], [2.0859, -0.1136, -0.2549], [2.8840, 0.9919, -0.2789], [4.1753, 0.6003, -0.3240], [2.1472, 2.3311, -0.1070], [1.4685, 2.2348, 1.3232], [1.6114, 3.0525, 2.3870], [1.1649, 2.4029, 3.5203], [0.7423, 1.1561, 3.0723], [0.9412, 1.0529, 1.7603], [1.1128, 2.3931, -1.3033], [1.1078, 3.2191, -2.3721], [0.2975, 2.6873, -3.3525], [-0.1803, 1.4985, -2.8145], [0.3212, 1.3214, -1.5940], [2.9715, 3.6385, -0.1567], [4.2427, 3.9384, -0.1777], [4.3566, 5.3735, -0.1722], [3.0137, 5.8406, -0.1344], [2.1939, 4.8292, -0.0933], [5.1017, -1.3964, -0.3776], [2.4844, -2.1739, -0.2863], [4.9941, 1.2959, -0.3572], [2.0203, 4.0444, 2.2965], [1.1641, 2.7797, 4.5295], [0.3211, 0.3322, 3.6257], [1.6750, 4.1330, -2.4041], [0.1043, 3.0987, -4.3288], [-0.8496, 0.7741, -3.2493], [5.0361, 3.2081, -0.1955], [5.2644, 5.9622, -0.1382], [2.6510, 6.8577, -0.1046], [-0.9278, -1.1490, 0.0288], [-2.1156, -2.1009, 0.0166], [-3.5592, -1.4668, -0.1864], [-4.2782, -0.1733, 0.3061], [-3.7705, 1.1347, -0.3721], [-2.6574, 2.1544, 0.1548], [-1.3271, 1.5668, 0.5133], [-2.5929, 3.2943, -1.2035], [-1.9657, 4.5098, -0.9626], [-1.9369, 5.4476, -1.9814], [-2.5310, 5.1667, -3.2078], [-3.1458, 3.9413, -3.4304], [-3.1831, 2.9872, -2.4235], [-3.3505, 3.0517, 1.5150], [-2.5524, 3.3062, 2.6194], [-3.0936, 4.0432, 3.6619], [-4.4027, 4.5036, 3.5844], [-5.1871, 4.2327, 2.4674], [-4.6608, 3.5058, 1.4137], [-5.9292, -0.3542, -0.2499], [-6.5442, 0.6944, -0.9220], [-7.8769, 0.5493, -1.2717], [-8.5643, -0.6129, -0.9424], [-7.9258, -1.6535, -0.2731], [-6.5957, -1.5311, 0.0816], [-4.3234, -0.0546, 2.0789], [-5.5311, 0.2339, 2.7034], [-5.5568, 0.3412, 4.0857], [-4.3961, 0.1452, 4.8209], [-3.1952, -0.1366, 4.1777], [-3.1451, -0.2273, 2.7984], [-1.9822, -3.2160, -1.3461], [-2.3009, -4.5563, -1.1834], [-2.1774, -5.3930, -2.2833], [-1.7443, -4.8849, -3.5000], [-1.4342, -3.5348, -3.6399], [-1.5438, -2.6862, -2.5546], [-2.1558, -3.0777, 1.4922], [-3.3640, -3.5960, 1.9402], [-3.3481, -4.4442, 3.0362], [-2.1417, -4.7702, 3.6454], [-0.9431, -4.2370, 3.1833], [-0.9400, -3.3806, 2.0942], [-1.5267, 4.7267, 0.0052], [-1.4732, 6.4105, -1.8107], [-2.5255, 5.9143, -3.9902], [-3.6140, 3.7323, -4.3835], [-3.6683, 2.0328, -2.5727], [-1.5405, 2.9245, 2.6502], [-2.4943, 4.2679, 4.5346], [-4.8124, 5.0861, 4.3990], [-6.2045, 4.5974, 2.4178], [-5.2482, 3.3012, 0.5261], [-5.9913, 1.5879, -1.1763], [-8.3812, 1.3463, -1.8011], [-9.6079, -0.7108, -1.2112], [-8.4660, -2.5577, -0.0278], [-6.0819, -2.3321, 0.5981], [-6.4407, 0.3643, 2.1316], [-6.4891, 0.5670, 4.5856], [-4.4268, 0.2084, 5.9007], [-2.2986, -0.2988, 4.7624], [-2.2096, -0.4179, 2.2930], [-2.6348, -4.9491, -0.2327], [-2.4166, -6.4428, -2.1837], [-1.6367, -5.5489, -4.3474], [-1.1049, -3.1515, -4.5961], [-1.2978, -1.6350, -2.6276], [-4.2880, -3.3470, 1.4369], [-4.2760, -4.8586, 3.4073], [-2.1347, -5.4535, 4.4847], [-0.0108, -4.5003, 3.6649], [-0.0218, -2.9570, 1.7104]],
  "e_homo_ev": [-18.2, -18.2],
  "relative_energy_kcal_mol": 17.1,
  "s2": 0.761,
  "orbital_gap_ev": [8.0, 4.5],
  "charge": 4,
  "multiplicity": 2
}